# 1
Entry from the Open Molecules 2025 dataset: a 2-piece molecular cluster, C3H4BrNO overall at a distorted geometry (wB97M-V/def2-TZVPD).

```
10
Properties=species:S:1:pos:R:3
C -1.504 0.200 -0.299
C -1.853 -0.028 0.925
C 1.689 -0.093 -1.020
N 1.309 -0.657 0.019
O -1.360 0.412 -1.413
Br 2.020 -0.370 1.781
H -1.255 -0.512 1.505
H -2.548 0.713 1.483
H 0.918 -0.223 -1.842
H 2.583 0.558 -1.137
```

The calculation puts the largest force on an atom at 6.07 eV/A. The value obtained for the frontier orbital gap is 9.32 eV. Its total charge is 0. The total energy is -2820.6043 Eh. Its SMILES is C=C=O.C=NBr. The calculation puts the energy relative to the best compared isomer or geometry (same formula, charge and spin) at 68.41 kcal/mol.

=====

# 2
Entry from the Open Molecules 2025 dataset: an isolated ion of composition C12H7F2N4 and charge -1 at a distorted geometry (wB97M-V/def2-TZVPD).

```
25
Properties=species:S:1:pos:R:3
F -0.369 3.012 1.843
F -1.197 2.845 -0.223
N 2.932 3.061 -0.796
N 2.170 2.953 0.222
N 1.007 2.224 -1.469
N 2.248 2.576 -1.886
C 0.974 2.426 -0.175
C -1.625 -4.177 0.899
C 0.483 0.079 1.545
C -2.875 -3.478 0.638
C -0.561 0.769 0.940
C -0.541 -3.419 1.229
C 0.428 -1.301 1.579
C -2.896 -2.101 0.472
C -1.729 0.026 0.595
C -0.669 -2.061 1.223
C -1.804 -1.360 0.796
C -0.318 2.299 0.647
H -1.733 -5.315 0.946
H 1.375 0.690 1.931
H -3.841 -4.154 0.494
H 0.410 -3.776 1.563
H 1.341 -1.615 2.006
H -3.802 -1.502 0.347
H -2.479 0.560 0.087
```

The calculation puts the largest force on an atom at 3.43 eV/A. The value obtained for the frontier orbital gap is 7.76 eV. Its total charge is -1. The total energy is -880.2377 Eh. Its SMILES is FC(F)(c1ccc2ccccc2c1)c1nn[n-]n1. The calculation puts the energy relative to the best compared isomer or geometry (same formula, charge and spin) at 0.00 kcal/mol.

=====

# 3
Entry from the Open Molecules 2025 dataset: a 2-piece molecular cluster, CHO6S overall at a distorted geometry (wB97M-V/def2-TZVPD).

```
9
Properties=species:S:1:pos:R:3
C 0.974 -1.312 -1.332
O 0.025 -1.915 -1.575
O 2.049 -0.946 -1.135
O 0.023 0.693 -1.423
O -1.256 1.814 0.336
O -0.750 -0.009 2.230
O 0.207 -0.278 1.231
S 0.064 1.332 -0.099
H -1.336 0.620 1.767
```

The calculation puts the largest force on an atom at 2.06 eV/A. The value obtained for the frontier orbital gap is 8.02 eV. Its total charge is -1. The total energy is -888.3363 Eh. The calculation puts the energy relative to the best compared isomer or geometry (same formula, charge and spin) at 71.16 kcal/mol.

=====

# 4
Entry from the Open Molecules 2025 dataset: a 8-piece molecular cluster, C8H32O8 overall at a distorted geometry (wB97M-V/def2-TZVPD).

```
48
Properties=species:S:1:pos:R:3
C -3.498 7.947 -28.654
O -3.773 9.298 -29.022
H -2.613 7.567 -29.163
H -3.396 7.834 -27.574
H -4.364 7.326 -28.884
H -4.212 9.297 -29.876
C -3.423 3.297 -28.767
O -3.220 4.667 -28.788
H -2.599 3.007 -28.116
H -4.410 3.027 -28.392
H -3.333 2.725 -29.691
H -2.380 4.845 -29.218
C -5.709 4.502 -26.107
O -5.193 5.499 -26.924
H -6.697 4.197 -26.451
H -4.985 3.688 -26.142
H -5.831 4.782 -25.061
H -4.733 5.146 -27.690
C -6.680 8.536 -26.969
O -6.963 7.502 -26.056
H -6.153 8.265 -27.884
H -7.551 9.134 -27.239
H -5.927 9.081 -26.400
H -6.276 6.839 -26.160
C -2.446 1.062 -23.836
O -3.538 1.607 -24.594
H -2.853 0.728 -22.881
H -2.036 0.200 -24.360
H -1.621 1.729 -23.586
H -4.004 2.263 -24.071
C -5.511 2.012 -22.125
O -5.121 3.113 -22.982
H -4.894 1.928 -21.231
H -6.492 2.263 -21.722
H -5.649 1.112 -22.724
H -5.078 3.949 -22.513
C -6.406 6.313 -30.552
O -5.855 6.690 -31.808
H -7.298 5.698 -30.671
H -5.728 5.667 -29.995
H -6.678 7.202 -29.983
H -6.466 7.302 -32.225
C -6.461 0.326 -25.624
O -5.522 -0.334 -24.800
H -7.475 -0.047 -25.479
H -6.470 1.360 -25.279
H -6.181 0.259 -26.675
H -4.745 0.229 -24.761
```

The calculation puts the largest force on an atom at 2.66 eV/A. As for the expectation value of S²: 0.75. The value obtained for the frontier orbital gap (alpha / beta) is 8.91 / 2.19 eV. Its total charge is +1. The total energy is -925.3954 Eh. The calculation puts the energy relative to the best compared isomer or geometry (same formula, charge and spin) at 52.08 kcal/mol. Its spin multiplicity is 2.

=====

# 5
Entry from the Open Molecules 2025 dataset: one molecule with the formula CH3N3O2S at a distorted geometry (wB97M-V/def2-TZVPD).

```
10
Properties=species:S:1:pos:R:3
C -0.167 -0.016 0.199
N 0.823 -1.388 -1.658
N 0.590 -0.512 1.185
N -1.016 0.880 0.448
O -0.144 -0.625 -1.049
O 1.856 -1.616 -1.102
S -2.067 1.511 -0.635
H 1.048 0.220 1.772
H 1.234 -1.246 1.027
H -2.157 2.791 -0.187
```

The calculation puts the largest force on an atom at 3.08 eV/A. The value obtained for the frontier orbital gap is 7.71 eV. Its total charge is 0. The total energy is -752.7077 Eh. Its SMILES is N/C(=N/S)ON=O. The calculation puts the energy relative to the best compared isomer or geometry (same formula, charge and spin) at 77.46 kcal/mol.

=====

# 6
Entry from the Open Molecules 2025 dataset: C6H7BrO as an isolated structure at a distorted geometry (wB97M-V/def2-TZVPD).

```
15
Properties=species:S:1:pos:R:3
C 1.620 -1.801 -2.084
C 0.827 -1.148 -1.315
C 1.480 1.571 1.350
C -0.807 1.001 0.167
C -0.663 -0.035 1.271
C 0.006 1.290 1.420
O 2.111 2.311 2.011
Br 2.281 0.741 -0.228
H 2.665 -2.063 -2.387
H 0.875 -2.365 -2.616
H -0.300 0.558 -0.682
H -1.775 1.465 0.013
H -1.544 0.028 1.942
H -0.184 -0.950 1.058
H -0.451 2.020 2.057
```

The calculation puts the largest force on an atom at 3.42 eV/A. The value obtained for the frontier orbital gap is 10.19 eV. Its total charge is 0. The total energy is -2881.8847 Eh. The calculation puts the energy relative to the best compared isomer or geometry (same formula, charge and spin) at 123.65 kcal/mol.

=====

# 7
Entry from the Open Molecules 2025 dataset: a 2-piece molecular cluster, C3H2NOS2 overall at a distorted geometry (wB97M-V/def2-TZVPD).

```
9
Properties=species:S:1:pos:R:3
C -0.546 -0.978 -0.590
C -0.782 -0.369 -1.666
C 1.069 1.123 1.100
N -0.479 -1.584 0.522
O 1.620 1.769 1.940
S -1.158 0.123 -3.195
S 0.708 1.510 -0.513
H 0.769 0.004 1.222
H -1.200 -1.597 1.178
```

The calculation puts the largest force on an atom at 3.78 eV/A. The value obtained for the frontier orbital gap is 6.46 eV. Its total charge is -1. The total energy is -1041.8455 Eh. The calculation puts the energy relative to the best compared isomer or geometry (same formula, charge and spin) at 87.29 kcal/mol.

=====

# 8
Entry from the Open Molecules 2025 dataset: a 9-piece molecular cluster, C34H94N8O10 overall at a distorted geometry (wB97M-V/def2-TZVPD).

```
146
Properties=species:S:1:pos:R:3
C -8.132 -2.597 1.868
C -9.044 -2.692 3.032
O -8.542 -2.062 4.137
O -8.325 -1.281 1.350
H -8.365 -3.452 1.233
H -7.087 -2.709 2.156
H -9.241 -3.754 3.179
H -10.074 -2.397 2.835
H -9.013 -2.229 4.957
H -8.295 -0.611 2.037
C -5.978 5.177 -1.768
C -6.290 3.727 -1.768
C -7.671 3.421 -1.226
O -8.022 2.029 -1.396
C -8.532 1.420 -0.204
N -6.275 3.288 -3.115
H -5.996 5.662 -0.792
H -6.554 5.694 -2.535
H -4.955 5.325 -2.115
H -5.431 3.326 -1.230
H -8.417 3.991 -1.780
H -7.788 3.890 -0.249
H -9.560 1.648 0.080
H -7.906 1.499 0.685
H -8.494 0.351 -0.413
H -7.067 3.648 -3.627
H -6.563 2.330 -2.975
C -4.707 -5.156 1.644
C -4.134 -5.764 0.350
C -4.324 -4.771 -0.830
O -5.660 -4.636 -1.279
C -6.123 -5.866 -1.912
N -2.673 -6.066 0.503
H -5.795 -5.135 1.578
H -4.417 -4.108 1.726
H -4.373 -5.731 2.508
H -4.606 -6.736 0.210
H -3.680 -5.041 -1.667
H -3.844 -3.894 -0.396
H -7.103 -5.713 -2.363
H -6.140 -6.699 -1.209
H -5.459 -6.139 -2.732
H -2.481 -6.162 1.490
H -2.121 -5.288 0.172
C -10.578 -1.108 8.341
C -11.374 -1.700 7.193
C -11.010 -3.183 6.972
O -9.824 -3.303 6.206
C -9.463 -4.691 6.117
N -12.781 -1.534 7.602
H -10.854 -0.069 8.523
H -9.530 -1.137 8.040
H -10.669 -1.702 9.251
H -11.059 -1.251 6.251
H -11.813 -3.628 6.384
H -10.940 -3.732 7.910
H -8.565 -4.681 5.500
H -10.279 -5.313 5.749
H -9.226 -5.095 7.102
H -13.400 -1.737 6.830
H -12.946 -0.588 7.915
C -12.859 -4.878 2.630
C -12.642 -4.792 1.080
C -11.517 -5.739 0.577
O -10.299 -5.456 1.263
C -9.189 -6.320 0.969
N -13.921 -5.017 0.376
H -13.753 -4.328 2.925
H -12.039 -4.387 3.156
H -12.948 -5.921 2.932
H -12.356 -3.765 0.852
H -11.417 -5.665 -0.505
H -11.846 -6.731 0.888
H -8.210 -5.849 1.055
H -9.266 -6.762 -0.025
H -9.320 -7.150 1.664
H -13.640 -5.377 -0.524
H -14.394 -5.816 0.773
C -15.581 -3.562 5.831
C -16.043 -2.253 5.228
C -15.187 -1.743 4.067
O -13.889 -1.710 4.641
C -12.901 -1.390 3.691
N -17.414 -2.452 4.708
H -16.266 -3.925 6.597
H -14.617 -3.444 6.326
H -15.335 -4.330 5.097
H -16.022 -1.456 5.971
H -15.494 -0.767 3.692
H -15.170 -2.341 3.155
H -12.710 -2.005 2.811
H -11.930 -1.291 4.176
H -13.091 -0.411 3.252
H -17.950 -1.630 4.949
H -17.292 -2.381 3.707
C -7.399 1.003 5.761
C -8.052 1.572 4.475
C -7.778 3.058 4.065
O -8.626 3.931 4.774
C -9.988 3.899 4.497
N -7.684 0.629 3.406
H -7.644 1.647 6.606
H -6.311 1.039 5.695
H -7.839 0.030 5.981
H -9.120 1.393 4.600
H -7.819 3.176 2.983
H -6.716 3.228 4.245
H -10.380 4.812 4.945
H -10.486 3.101 5.049
H -10.309 3.901 3.455
H -7.911 -0.298 3.737
H -6.685 0.656 3.256
C -4.731 -1.476 5.800
C -4.061 -1.430 4.454
C -3.569 -0.057 3.850
O -4.673 0.826 3.754
C -4.450 1.892 2.823
N -2.991 -2.379 4.444
H -4.047 -0.967 6.480
H -4.948 -2.480 6.164
H -5.714 -1.006 5.787
H -4.782 -1.672 3.673
H -3.153 -0.231 2.857
H -2.801 0.410 4.467
H -5.284 2.582 2.950
H -4.374 1.596 1.777
H -3.513 2.369 3.111
H -3.371 -3.145 4.980
H -2.251 -2.106 5.075
C -11.181 -5.016 -5.492
C -10.280 -4.067 -4.836
C -10.320 -4.268 -3.323
O -9.417 -3.356 -2.785
C -9.488 -3.141 -1.405
N -8.934 -4.330 -5.343
H -12.196 -4.835 -5.139
H -10.875 -6.059 -5.414
H -11.187 -4.741 -6.546
H -10.496 -3.023 -5.064
H -10.115 -5.332 -3.213
H -11.339 -4.186 -2.945
H -8.773 -2.421 -1.008
H -9.487 -4.029 -0.773
H -10.434 -2.643 -1.191
H -8.889 -5.337 -5.297
H -8.275 -4.114 -4.608
```

The calculation puts the largest force on an atom at 2.98 eV/A. The value obtained for the frontier orbital gap is 9.34 eV. Its total charge is 0. The total energy is -2541.9840 Eh. Its SMILES is COC[C@H](C)N.COC[C@H](C)N.COC[C@H](C)N.COC[C@H](C)N.COC[C@H](C)N.COC[C@H](C)N.COC[C@H](C)N.COC[C@H](C)N.OCCO. The calculation puts the energy relative to the best compared isomer or geometry (same formula, charge and spin) at 81.00 kcal/mol.